20
Properties=species:S:1:pos:R:3:forces:R:3:mulliken_charge:R:1 method="wB97M-V/def2-TZVPD" homo_ev=-8.82 homo_lumo_gap_ev=9.2
H 0.9595 -0.8233 -1.9352 0.100 -0.037 0.050 0.255
C -2.2010 -1.0781 -0.3190 0.834 -0.634 -2.972 0.302
O -3.1753 -0.4497 -0.6955 -0.093 0.145 0.669 -0.565
C 0.9257 -0.5091 0.0987 -0.250 -0.465 -0.398 0.368
H 0.2823 1.7978 -1.1149 -0.001 -0.082 -0.064 0.428
C 1.8621 0.1033 1.1489 -0.249 0.038 -0.095 -1.468
H -1.2085 -0.9729 -0.9913 -1.346 -0.840 0.154 -0.067
H 2.0683 1.1467 0.9134 -0.009 0.046 -0.010 0.340
N -1.2669 -0.2364 1.0919 1.564 0.968 -0.107 -0.601
N 1.5218 -0.3660 -1.2252 0.003 -0.004 0.020 -0.614
H 2.4511 -0.7682 -1.2454 -0.073 -0.007 -0.032 0.245
H 0.7304 -1.5534 0.3895 0.016 0.102 -0.026 0.190
H -1.4939 1.6287 -0.9631 -0.034 -0.029 -0.006 0.393
H 1.4148 0.0354 2.1384 -0.001 -0.009 0.011 0.382
H -2.2100 -2.0693 0.1522 0.083 0.295 0.315 0.352
C -0.5354 1.5669 -0.4383 -0.116 -0.156 -0.258 -1.374
C -0.4081 0.2050 0.1664 -0.309 0.787 2.991 0.404
H -1.9747 0.4609 1.3157 -0.031 0.030 -0.266 0.324
H -0.5525 2.3166 0.3557 -0.078 -0.102 0.065 0.309
H 2.8104 -0.4349 1.1570 -0.011 -0.045 -0.042 0.396